Entry from the OMol25 dataset: C32H26Cl3KN9O3PS2 as an isolated structure in a non-equilibrium geometry (the ωB97M-V functional and the def2-TZVPD basis).

Structure (XYZ):
```
77
Properties=species:S:1:pos:R:3
K 10.3686 11.7577 11.3605
O 9.5866 13.9819 10.6809
N 9.0501 15.0573 11.0419
C 8.5327 15.9214 10.1202
C 7.7295 17.0089 10.4200
C 7.3267 17.2234 11.7032
C 7.9002 16.3787 12.6478
C 8.8213 15.3275 12.4076
S 9.5953 14.4358 13.6652
H 8.6312 15.7873 9.1045
H 7.3666 17.6602 9.6000
H 6.5999 18.0002 11.9213
H 7.5630 16.4126 13.6963
N 17.9605 11.9026 17.8932
C 17.9090 11.2969 16.6433
C 18.8807 11.5830 15.6776
C 18.9310 10.9172 14.4475
C 17.9503 9.9400 14.2316
C 17.1007 9.5092 15.2945
C 17.0689 10.1912 16.4337
S 17.9563 9.1386 12.6047
O 18.9276 8.0628 12.6271
O 18.3113 10.1848 11.6110
N 16.3964 8.8241 12.4809
C 15.7905 8.1937 11.4894
N 16.5621 7.6533 10.4810
C 15.8981 7.0474 9.5043
C 14.5281 6.8880 9.4561
C 13.8326 7.4703 10.5125
N 14.4031 8.1183 11.4951
H 18.0591 12.9324 17.8554
H 17.1172 11.7327 18.4733
H 19.6164 12.3222 15.9363
H 19.6527 11.1559 13.6600
H 16.5109 8.6188 15.0662
H 16.3854 9.7800 17.2392
H 16.4981 6.6298 8.7724
H 13.9226 6.5592 8.6019
H 12.7590 7.3583 10.4496
C 13.3554 8.6830 15.4181
P 12.3717 10.2040 15.4015
C 13.3002 11.3290 14.3053
C 12.6135 12.4510 13.9012
C 13.2356 13.2491 12.9644
C 14.5137 13.0415 12.4299
C 15.1927 11.8631 12.8252
C 14.5661 11.0824 13.7588
C 11.0022 9.7441 14.3929
C 11.0597 8.9295 13.2515
C 9.9626 8.7350 12.4195
C 8.7441 9.4504 12.7005
C 8.6904 10.2874 13.7995
C 9.7964 10.3498 14.6586
H 13.9703 8.7929 16.3782
H 14.0263 8.3639 14.5897
H 12.7055 7.8820 15.7058
H 11.6001 12.7031 14.3114
H 12.5161 14.0019 12.6174
H 14.9890 13.7900 11.7534
H 16.1023 11.4888 12.4379
H 15.0239 10.1250 14.0412
H 11.9754 8.3709 12.9846
H 10.0513 8.1213 11.4957
H 7.9053 9.4447 12.0227
H 7.8612 10.9491 14.0676
H 9.7421 11.0058 15.5650
N 10.3953 9.9891 9.2281
C 9.6498 9.2272 8.7689
N 8.8057 8.3664 8.2155
C 8.8306 7.1374 8.6628
N 8.7798 6.0075 8.8832
Cl 16.5356 11.0726 9.3674
C 15.5395 11.0061 7.8279
Cl 13.8473 10.6333 8.2301
Cl 16.0520 9.9104 6.5952
C 15.6927 12.3628 7.2986
N 15.8530 13.3861 6.8058
```

- Kohn-Sham gap (eV) = 6.861
- DFT total energy (Eh) = -5071.799241
- charge = -2

=====

Entry from the OMol25 dataset: C32H26F4IrNO3P2 as an isolated structure in a non-equilibrium geometry (the ωB97M-V functional and the def2-TZVPD basis).

Structure (XYZ):
```
69
Properties=species:S:1:pos:R:3
Ir 0.2987 0.7180 2.0228
O -1.2937 -0.4205 1.1318
P -1.5948 -0.5272 -0.3608
C -0.3071 -1.4547 -1.1923
P 1.3817 -0.6180 -1.0199
O 1.3002 0.3093 0.2114
C 2.8516 -1.6015 -1.0574
C 2.7271 -3.0055 -1.1799
C 3.8666 -3.8251 -1.0878
C 5.1396 -3.2780 -0.9326
C 5.2399 -1.9104 -0.9488
C 4.1443 -1.0531 -1.0741
C 1.4858 0.5229 -2.4290
C 1.9649 1.7978 -2.2556
C 2.2122 2.6301 -3.3624
C 2.0719 2.1437 -4.6742
C 1.5887 0.8014 -4.8021
C 1.2322 0.0944 -3.7475
C -1.8786 1.0503 -1.0228
C -2.0075 2.1490 -0.0987
C -2.0534 3.4114 -0.6157
C -1.9294 3.6535 -1.9333
C -1.8043 2.6142 -2.8507
C -1.7795 1.3109 -2.4063
C -3.0876 -1.3813 -0.4543
C -4.1281 -1.1403 -1.3867
C -5.3320 -1.8144 -1.4128
C -5.5616 -2.7736 -0.4012
C -4.5681 -2.9156 0.5530
C -3.3510 -2.2788 0.5484
H -0.4745 -1.5437 -2.2729
H -0.2707 -2.5555 -0.8262
H 1.7634 -3.4660 -1.2346
H 3.7678 -4.8818 -1.1146
H 6.0335 -3.8682 -0.9163
H 6.2637 -1.5327 -0.9735
H 4.2558 0.0694 -1.1411
H 2.1339 2.1344 -1.2398
H 2.6025 3.6270 -3.2874
H 2.3525 2.8899 -5.4739
H 1.4574 0.4137 -5.7608
H 0.9055 -0.9497 -3.9009
H -2.2948 1.9277 0.9141
H -2.1850 4.2801 -0.0324
H -1.9845 4.7173 -2.3290
H -1.6162 2.9004 -3.8657
H -1.4999 0.4990 -3.1216
H -3.9416 -0.3883 -2.1367
H -6.0369 -1.5464 -2.2018
H -6.2836 -3.5309 -0.5111
H -4.7377 -3.6851 1.3231
H -2.6359 -2.4968 1.3725
F -1.6747 1.0912 7.6573
C -1.1982 1.0176 6.4214
C -2.0155 1.4393 5.4028
C -1.5586 1.2954 4.1548
C -0.2781 0.7311 3.9203
C 0.5532 0.2663 5.0064
C 0.0749 0.4013 6.2699
H -3.0239 1.8273 5.5368
H -2.2475 1.5723 3.3137
H 1.4585 -0.2643 4.7180
H 0.6591 0.0844 7.1589
F 2.5815 1.9645 3.1061
C 1.4121 2.3940 2.5212
F 1.7414 3.1089 1.4132
F 0.8359 3.1171 3.5425
O 4.4666 -3.5050 3.1585
N 3.8101 -2.7638 3.6682
```

- 2S+1 = 5
- Kohn-Sham gap (alpha / beta) (eV) = 6.744 / 5.169
- DFT total energy (Eh) = -2701.290049
- charge = +2
- <S²> = 6.03

=====

Entry from the OMol25 dataset: C32H26IN2O2PPt as an isolated structure (the ωB97M-V functional and the def2-TZVPD basis).

Structure (XYZ):
```
65
Properties=species:S:1:pos:R:3
Pt -0.2269 0.1188 -0.2835
C -4.8245 -0.2184 -0.8847
C -4.2662 1.1686 -0.9124
N -5.0804 2.1831 -0.9807
C -4.5651 3.4333 -1.0059
C -3.2285 3.7053 -1.0089
C -2.7949 5.1427 -0.9797
O -2.0391 5.4738 -2.1495
C -2.3015 2.6183 -0.9489
C -0.9077 2.9388 -1.0143
N 0.1044 2.1551 -0.7998
C 1.4183 2.7169 -0.8443
C 1.6655 4.0864 -1.0133
C 2.9514 4.5879 -1.0491
C 4.0438 3.7461 -0.9040
C 3.8289 2.3971 -0.7063
C 2.5343 1.8950 -0.6722
I 2.3019 -0.1346 -0.2878
C -2.8293 1.3176 -0.8518
O -2.1733 0.2148 -0.7461
H -5.9076 -0.1726 -0.9631
H -4.5347 -0.7217 0.0397
H -4.4136 -0.8202 -1.6966
H -5.2901 4.2388 -1.0345
H -2.1932 5.3322 -0.0804
H -3.6894 5.7674 -0.9205
H -1.9234 6.4284 -2.1756
H -0.7288 3.9686 -1.2865
H 0.8538 4.7888 -1.1182
H 3.0985 5.6509 -1.1844
H 5.0515 4.1367 -0.9273
H 4.6684 1.7285 -0.5690
C -0.3001 -1.6907 7.1935
C 0.8085 -1.9252 6.3902
C 0.8226 -1.4679 5.0829
C -0.2732 -0.7904 4.5466
C -1.3766 -0.5600 5.3614
C -1.3878 -1.0035 6.6770
P -0.1311 -0.2505 2.7989
C -1.6048 0.8325 2.6220
C -2.8918 0.3587 2.3749
C -3.9563 1.2410 2.2576
C -3.7511 2.6087 2.3842
C -2.4739 3.0907 2.6265
C -1.4093 2.2080 2.7372
C -0.6618 -1.7613 1.8953
C -1.0691 -2.9381 2.5193
C -1.4471 -4.0396 1.7646
C -1.4334 -3.9603 0.3808
C -1.0391 -2.7846 -0.2465
C -0.6365 -1.6772 0.4936
H -0.3125 -2.0383 8.2184
H 1.6648 -2.4561 6.7862
H 1.6974 -1.6408 4.4652
H -2.2369 -0.0314 4.9714
H -2.2538 -0.8133 7.2983
H -3.0566 -0.7064 2.2632
H -4.9511 0.8628 2.0573
H -4.5835 3.2931 2.2824
H -2.3047 4.1563 2.7254
H -0.4091 2.5900 2.9127
H -1.0917 -2.9967 3.6007
H -1.7585 -4.9519 2.2570
H -1.7370 -4.8130 -0.2143
H -1.0564 -2.7256 -1.3283
```

- Kohn-Sham gap (eV) = 7.035
- DFT total energy (Eh) = -2253.374769

=====

Entry from the OMol25 dataset: C32H26MnNO4P2 as an isolated structure in a non-equilibrium geometry (the ωB97M-V functional and the def2-TZVPD basis).

Structure (XYZ):
```
66
Properties=species:S:1:pos:R:3
Mn 0.0053 0.4641 0.0826
C 1.5101 2.3886 2.2915
P 1.9258 1.0014 1.1348
C 3.2678 1.4054 -0.0064
C 4.6104 1.0986 0.1833
C 5.4949 1.2661 -0.8697
C 5.0503 1.7393 -2.0934
C 3.7161 2.0769 -2.2738
C 2.8257 1.9136 -1.2316
C 2.2517 -0.4733 2.1155
C 1.3419 -0.7281 3.1481
C 1.2643 -1.9912 3.6969
C 2.0844 -3.0051 3.2208
C 3.0064 -2.7488 2.2185
C 3.0776 -1.4921 1.6435
C 0.0096 2.4710 2.2532
C -0.8788 3.1339 3.0564
C -2.1760 2.8842 2.5395
C -2.0261 2.0777 1.4421
C -3.0597 1.5045 0.5167
P -2.1540 0.3254 -0.5738
C -2.7497 -1.3626 -0.3474
C -1.7460 -2.3203 -0.8996
C -1.7170 -3.7384 -0.3159
C -2.8506 -4.0773 0.5992
C -3.7438 -3.1578 0.9737
C -3.6401 -1.7718 0.5766
C -2.3786 0.8397 -2.2897
C -1.7619 2.0433 -2.6422
C -1.8050 2.4780 -3.9527
C -2.4341 1.7003 -4.9163
C -3.0250 0.4955 -4.5693
C -3.0014 0.0576 -3.2557
N -0.6856 1.8022 1.2441
H 1.9682 3.3210 1.9367
H 1.8802 2.1860 3.3031
H 4.9530 0.7220 1.1360
H 6.5332 1.0050 -0.7387
H 5.7372 1.8301 -2.9210
H 3.3746 2.4401 -3.2304
H 1.7587 2.1475 -1.3544
H 0.6709 0.0546 3.4813
H 0.5419 -2.1928 4.4740
H 1.9818 -4.0044 3.6117
H 3.6508 -3.5367 1.8570
H 3.7502 -1.3130 0.8158
H -0.6521 3.7327 3.9156
H -3.0956 3.2532 2.9464
H -3.5451 2.2846 -0.0818
H -3.8276 0.9746 1.0844
H -1.6412 -2.2640 -1.9848
H -1.5542 -4.5272 -1.0554
H -2.8950 -5.0880 0.9703
H -4.5547 -3.4182 1.6361
H -4.3198 -1.0748 1.0448
H -1.2573 2.6289 -1.8717
H -1.3404 3.4117 -4.2298
H -2.4562 2.0305 -5.9434
H -3.5015 -0.1133 -5.3231
H -3.4687 -0.8768 -2.9758
O 1.2671 -2.6694 -1.8709
C 0.7422 -1.8327 -1.1960
O 0.8518 -0.5627 -1.2003
C -0.3811 -2.1722 -0.1122
O -0.4785 -3.4811 0.3844
O -0.3017 -1.1962 0.7924
```

- 2S+1 = 4
- Kohn-Sham gap (alpha / beta) (eV) = 5.522 / 6.842
- DFT total energy (Eh) = -3424.165140
- charge = +1
- <S²> = 3.91

=====

Entry from the OMol25 dataset: C32H26NO2S8Sr as an isolated structure in a non-equilibrium geometry (the ωB97M-V functional and the def2-TZVPD basis).

Structure (XYZ):
```
70
Properties=species:S:1:pos:R:3
Sr 0.4253 1.3853 0.8473
S 4.8068 -0.6288 2.0165
C 4.0167 -0.4215 3.5480
C 4.5714 -0.3746 4.8151
C 3.7300 -0.1273 5.8832
C 2.3615 0.0488 5.6869
C 1.8002 -0.0266 4.4294
C 2.6317 -0.2528 3.3366
N 2.2491 -0.3037 2.0331
C 3.2300 -0.4510 1.2117
C 3.1229 -0.4403 -0.2271
C 4.2582 -0.7687 -0.9775
C 4.2202 -0.7617 -2.3537
C 3.0323 -0.4262 -2.9815
C 1.9241 -0.0725 -2.2242
C 1.8979 -0.0506 -0.8240
H 5.6344 -0.5047 4.9578
H 4.1450 -0.0568 6.8796
H 1.7319 0.2586 6.5382
H 0.7425 0.1125 4.2605
H 5.1823 -1.0128 -0.4660
H 5.1061 -0.9987 -2.9284
H 2.9834 -0.4192 -4.0630
H 1.0369 0.2154 -2.7752
O -1.6230 -1.3044 -0.0463
S -1.7977 -2.7197 -0.3988
C -2.6041 -2.7932 -2.0919
C -2.1325 -1.6830 -3.0120
C -2.7491 -0.3219 -2.6230
C -1.6488 0.7094 -2.4692
S -2.0551 2.4058 -1.8131
O -1.1971 2.5175 -0.6253
C -3.7476 2.0970 -1.2253
C -4.0104 1.2986 -0.1243
C -5.3232 1.1321 0.2867
C -6.3542 1.7778 -0.3785
C -6.0817 2.5866 -1.4695
C -4.7743 2.7416 -1.8990
C -0.1196 -3.3302 -0.7854
C 0.2327 -4.2000 -1.8059
C 1.5286 -4.6878 -1.8695
C 2.4569 -4.3407 -0.9014
C 2.0949 -3.4899 0.1303
C 0.8132 -2.9750 0.1803
H -3.6755 -2.7170 -1.8993
H -2.4063 -3.7842 -2.4923
H -2.3955 -1.9347 -4.0430
H -1.0424 -1.6127 -2.9553
H -3.2576 -0.4318 -1.6670
H -3.4869 -0.0046 -3.3641
H -1.1633 0.8962 -3.4272
H -0.9260 0.3580 -1.7285
H -3.1963 0.8207 0.4062
H -5.5372 0.5017 1.1360
H -7.3749 1.6591 -0.0447
H -6.8830 3.1036 -1.9770
H -4.5402 3.3731 -2.7434
H -0.4768 -4.5042 -2.5597
H 1.8111 -5.3478 -2.6787
H 3.4603 -4.7372 -0.9414
H 2.8079 -3.2285 0.8966
H 0.5244 -2.2853 0.9613
S -0.2930 8.2636 1.3395
C -0.0221 6.6589 1.6148
S -1.2604 5.5499 2.0861
C -0.2529 4.0980 2.2588
C 1.0582 4.2700 1.9472
S 2.2797 3.0928 1.9242
S 1.5308 5.9095 1.4736
S -1.0308 2.6904 2.7949
```

- Kohn-Sham gap (eV) = 4.963
- DFT total energy (Eh) = -4656.565833
- charge = -1

=====

Entry from the OMol25 dataset: C32H27Cl3F5N4O2STi as an isolated structure in a non-equilibrium geometry (the ωB97M-V functional and the def2-TZVPD basis).

Structure (XYZ):
```
75
Properties=species:S:1:pos:R:3
Ti 0.0166 -0.4519 0.3517
C 1.9863 -2.4149 2.0249
N 1.6127 -2.4101 0.6214
C 2.7527 -2.1506 -0.2514
C 2.6549 -0.8012 -0.9126
C 3.7893 -0.1365 -1.3327
C 3.6772 0.9705 -2.1698
C 2.3923 1.2985 -2.6098
C 1.3079 0.6265 -2.1036
N 1.3964 -0.3751 -1.1868
C 0.9232 -3.6569 0.3169
C -0.4939 -3.5651 0.7956
C -1.0931 -4.5616 1.5452
C -2.4496 -4.4732 1.8351
C -3.1611 -3.4120 1.2856
C -2.4783 -2.4590 0.5562
N -1.1541 -2.4765 0.3623
C 1.8625 -1.0603 2.6586
C 2.5663 -0.7852 3.8078
C 2.2984 0.3656 4.5454
C 1.2656 1.1772 4.0603
C 0.6350 0.8722 2.8847
N 0.9210 -0.2286 2.1220
H 3.0062 -2.8147 2.1735
H 1.2928 -3.0719 2.5696
H 2.7531 -2.8874 -1.0666
H 3.7097 -2.2438 0.2840
H 4.7597 -0.4984 -1.0243
H 4.5487 1.5122 -2.5011
H 2.2372 2.0888 -3.3287
H 0.3125 0.9055 -2.4275
H 1.4390 -4.5274 0.7560
H 0.8738 -3.7709 -0.7712
H -0.5117 -5.4074 1.8867
H -2.9370 -5.2236 2.4393
H -4.2280 -3.3210 1.4227
H -3.0286 -1.6556 0.0842
H 3.3097 -1.4940 4.1464
H 2.8238 0.5820 5.4613
H 0.9612 2.0596 4.6000
H -0.1492 1.5185 2.5144
F -4.4220 0.2980 -4.9857
C -3.4615 -0.4843 -4.4470
C -2.8245 -0.1320 -3.2630
F -3.1496 1.0059 -2.6280
C -1.8399 -0.9386 -2.7315
F -1.3090 -0.5317 -1.5244
C -1.3523 -2.1002 -3.3681
S -0.0246 -2.9685 -2.8196
C -2.0559 -2.4402 -4.5519
F -1.7087 -3.5564 -5.2242
C -3.0758 -1.6732 -5.0682
F -3.6982 -2.0637 -6.1997
C 0.0913 4.8669 1.3192
C 0.5936 4.2355 0.0134
C 2.0751 4.5803 -0.1822
C -0.2255 4.7684 -1.1691
C 0.4365 2.7771 0.0876
C 0.2720 1.5792 0.1461
H 0.2285 5.9489 1.3023
H 0.6415 4.4595 2.1657
H -0.9660 4.6535 1.4597
H 2.2039 5.6607 -0.2532
H 2.4550 4.1193 -1.0915
H 2.6593 4.2099 0.6580
H -0.1414 5.8535 -1.2346
H -1.2747 4.5064 -1.0481
H 0.1297 4.3313 -2.1009
Cl -4.7155 0.3766 0.2640
C -3.6226 1.4003 1.2142
Cl -4.5892 2.3540 2.3344
Cl -2.7370 2.4573 0.1144
C -2.5661 0.4756 1.9887
O -2.7405 0.3013 3.1751
O -1.6876 0.0305 1.2235
```

- 2S+1 = 3
- Kohn-Sham gap (alpha / beta) (eV) = 4.788 / 6.612
- DFT total energy (Eh) = -4732.716190
- charge = -1
- <S²> = 2.03

=====

Entry from the OMol25 dataset: C32H27CrN6O9S2 as an isolated structure (the ωB97M-V functional and the def2-TZVPD basis).

Structure (XYZ):
```
77
Properties=species:S:1:pos:R:3
Cr -0.4919 -0.0800 0.3085
O 5.1880 -2.4722 0.2492
C 5.4283 -1.3006 0.6764
O 6.4811 -0.7256 0.9076
C 4.1018 -0.5646 0.8655
C 3.2532 -0.9486 1.9010
C 1.9164 -0.6160 1.8143
N 1.4606 0.0616 0.7596
C 2.2764 0.5679 -0.1693
C 3.6326 0.3067 -0.1207
C 1.5521 1.2889 -1.2430
C 2.1585 2.1171 -2.1669
C 1.3630 2.7451 -3.1164
C -0.0026 2.5283 -3.1193
C -0.5464 1.6883 -2.1594
N 0.2193 1.0916 -1.2531
C 0.8447 -1.0271 2.7500
C 1.0870 -1.4270 4.0495
C 0.0018 -1.7311 4.8586
C -1.2779 -1.6036 4.3534
C -1.4469 -1.1921 3.0397
N -0.4037 -0.9305 2.2559
H 3.6185 -1.5988 2.6846
H 4.3063 0.6508 -0.8940
H 3.2256 2.2861 -2.1365
H 1.8142 3.4060 -3.8446
H -0.6518 3.0070 -3.8378
H -1.6083 1.4907 -2.0843
H 2.0992 -1.4820 4.4241
H 0.1608 -2.0479 5.8808
H -2.1490 -1.8098 4.9582
H -2.4279 -1.0661 2.6057
N 0.2403 -3.7788 1.3007
N 1.4349 -3.5603 0.5779
C 1.5440 -2.7900 -0.5005
N 2.7546 -2.6304 -1.0235
S 0.1580 -2.0484 -1.2154
H -0.0581 -4.7269 1.0914
H -0.4745 -3.1746 0.8887
H 2.2757 -3.8781 1.0366
H 3.6336 -2.7629 -0.4706
H 2.7940 -2.0068 -1.8106
C -6.5113 -2.8946 -4.7735
C -5.6935 -2.4913 -3.5791
C -4.5305 -3.1809 -3.2459
C -3.7896 -2.8318 -2.1279
C -4.2175 -1.7784 -1.3346
C -5.3701 -1.0756 -1.6449
C -6.0990 -1.4365 -2.7655
S -3.2554 -1.3160 0.0641
O -2.5176 -2.4832 0.5127
O -4.1154 -0.6993 1.0373
O -2.2821 -0.3025 -0.5208
H -5.9012 -3.4137 -5.5121
H -6.9665 -2.0280 -5.2527
H -7.3187 -3.5690 -4.4799
H -4.2008 -4.0045 -3.8680
H -2.8871 -3.3677 -1.8642
H -5.6917 -0.2623 -1.0074
H -7.0022 -0.8903 -3.0112
O -1.9784 3.1439 0.0747
C -1.0312 2.7103 0.6910
O -0.9607 1.4991 1.2169
C 0.2446 3.5027 0.8613
C 0.5029 4.5647 0.0069
C 1.7141 5.2615 0.0489
C 2.6280 4.8557 0.9898
O 3.8767 5.3566 1.2305
C 4.3883 4.6304 2.3518
O 3.4372 3.6235 2.6954
C 2.3640 3.8144 1.8652
C 1.1877 3.1167 1.8288
H -0.2603 4.8367 -0.7110
H 1.9258 6.0820 -0.6230
H 4.5134 5.3141 3.1940
H 5.3305 4.1563 2.0752
H 0.9818 2.3021 2.5057
```

- 2S+1 = 4
- Kohn-Sham gap (alpha / beta) (eV) = 7.385 / 7.251
- DFT total energy (Eh) = -4082.352998
- <S²> = 3.78